Below is the molecule C6H7N5 at a distorted geometry, with properties calculated with ωB97M-V with the def2-TZVPD basis set.

Last column: natural (NBO) charge in e.
Atoms and positions in Å:
C1 -2.13 0.76 0.14  -0.4029
N1 -1.18 -0.30 -0.04  -0.3439
C2 -1.49 -1.65 -0.04  0.2279
N2 -0.45 -2.49 -0.02  -0.4312
C3 0.61 -1.59 0.00  0.3061
N3 1.91 -1.91 0.01  -0.4361
C4 2.75 -0.90 0.12  0.2466
N4 2.44 0.47 -0.02  -0.4966
C5 1.19 0.76 -0.05  0.4033
N5 0.71 2.11 0.04  -0.8192
C6 0.21 -0.27 -0.07  -0.0316
H1 -3.08 0.24 0.22  0.2132
H2 -2.20 1.34 -0.76  0.1988
H3 -2.01 1.42 1.05  0.2280
H4 -2.51 -1.90 -0.04  0.1907
H5 3.78 -1.16 0.16  0.1820
H6 1.45 2.81 0.00  0.3940
H7 0.02 2.27 -0.70  0.3710

Summary:
Energy, eV: -13786.164
SMILES: Cn1cnc2ncnc(N)c21
ΔE to the lowest compared entry with this formula, charge and spin, kJ/mol: 47.1
Net charge: 0
E_HOMO, eV: -8.935
Kohn-Sham gap, eV: 9.49